Record 1
Molecular formula: CH6OSi
Method: DFT, ωB97M-V with the def2-TZVPD basis set

Results
HOMO   -0.3745 Ha
Relative energy (zero: lowest compared OMol25 entry of this formula, charge and spin)   25.96 kcal per mole
SMILES   CO[SiH3]
Calculated total energy   -406.40599 Ha
LUMO level   0.035 Eh

Element x y z (Å)
C (-1.3753, 0.1869, -0.3005)
O (-0.0297, 0.5113, -0.4405)
Si (1.3593, -0.1002, 0.1574)
H (-1.3039, -0.9107, 0.0144)
H (-1.9664, 0.2228, -1.2235)
H (-1.8095, 0.8926, 0.4286)
H (1.0950, -1.5260, 0.5541)
H (1.4296, 0.6533, 1.5448)
H (2.6008, 0.0701, -0.7348)

These are the Löwdin partial charges, in e, on atoms 1 to 8: -0.173 -0.451 0.541 0.087 0.077 0.088 -0.066 -0.047

Record 2
Molecular formula: C21H43N2P3SeTi
Method: DFT, ωB97M-V with the def2-TZVPD basis set

Results
Total charge   +3
Multiplicity   2
HOMO (spin up / spin down)   -0.5820 / -0.5820 Ha
Relative energy (zero: lowest compared OMol25 entry of this formula, charge and spin)   6.02 kcal per mole
<S²>   0.756
Calculated total energy   -5209.45839 Ha
LUMO level (spin up / spin down)   -0.384 / -0.377 Eh

Element x y z (Å)
Ti (0.5850, 0.3518, -0.2093)
P (-1.2384, 1.8116, 1.1258)
P (1.4402, -0.2158, 2.0957)
P (-1.2128, 0.3124, -2.0090)
H (1.8369, -2.8760, -0.6109)
C (1.7088, -2.1095, -1.3642)
C (1.9708, -0.7541, -1.1328)
H (2.5266, -0.3081, -0.2171)
C (-2.5092, 0.7656, 1.8752)
C (-0.6360, 2.8211, 2.5403)
C (-2.2356, 3.0847, 0.2556)
C (2.6161, -1.6143, 2.0839)
C (2.4932, 1.1394, 2.7686)
C (0.4075, -0.6867, 3.5418)
C (-0.7476, -0.9087, -3.2758)
C (-1.2989, 1.8859, -2.9297)
C (-2.9569, -0.1025, -1.6797)
H (1.7339, -2.4609, -2.4216)
H (1.7814, -0.1630, -2.0657)
H (-3.1577, 1.4076, 2.4807)
H (-2.0847, -0.0129, 2.5141)
H (-3.1145, 0.2774, 1.1098)
H (-1.4634, 3.4802, 2.8476)
H (0.2124, 3.4496, 2.2357)
H (-0.3383, 2.1945, 3.3892)
H (-2.7417, 3.6846, 1.0265)
H (-2.9874, 2.6274, -0.3967)
H (-1.6035, 3.7547, -0.3409)
H (2.9442, -1.7942, 3.1192)
H (3.4967, -1.3900, 1.4662)
H (2.1444, -2.5208, 1.6838)
H (3.1413, 0.7595, 3.5723)
H (1.8865, 1.9656, 3.1580)
H (3.1299, 1.5466, 1.9736)
H (1.0384, -1.0739, 4.3588)
H (-0.2889, -1.4825, 3.2395)
H (-0.1800, 0.1534, 3.9324)
H (-1.5906, -0.9375, -3.9817)
H (-0.5808, -1.9018, -2.8368)
H (0.1683, -0.5973, -3.7968)
H (-1.6040, 1.6629, -3.9602)
H (-0.3215, 2.3809, -2.9436)
H (-2.0239, 2.5642, -2.4679)
H (-3.4468, -0.3843, -2.6231)
H (-3.4906, 0.7489, -1.2415)
H (-3.0036, -0.9524, -0.9882)
C (-1.7926, -4.4881, 0.5171)
C (-0.5452, -4.3517, -0.1274)
C (-0.1832, -5.2276, -1.1621)
C (-1.0470, -6.2593, -1.5461)
C (-2.2705, -6.4401, -0.8761)
C (-2.6248, -5.5628, 0.1746)
Se (-2.2902, -3.2994, 1.9060)
H (-3.2976, -2.7112, 0.9986)
H (0.1687, -3.5773, 0.1992)
H (0.7833, -5.1409, -1.6670)
H (-0.7428, -6.9390, -2.3490)
H (-2.9224, -7.2821, -1.1510)
H (-3.5418, -5.7449, 0.7499)
C (2.4423, 5.6357, -0.7674)
N (2.3839, 4.1820, -0.8219)
C (3.4079, 3.3632, -1.2975)
C (2.9840, 2.0854, -1.1840)
N (1.6955, 2.0937, -0.6464)
C (1.3709, 3.3847, -0.4215)
H (3.3223, 5.9483, -0.1909)
H (2.5326, 6.0587, -1.7734)
H (1.5419, 6.0274, -0.2993)
H (4.3299, 3.7713, -1.6857)
H (3.4523, 1.1511, -1.4585)
H (0.4375, 3.7395, -0.0215)

These are the Löwdin partial charges, in e, on atoms 1 to 8: 0.541 0.762 0.781 0.769 0.064 0.107 -0.277 0.069

Record 3
Molecular formula: C23H40F3N2O4
Method: DFT, ωB97M-V with the def2-TZVPD basis set

Results
Total charge   +1
HOMO   -0.3994 Ha
Calculated total energy   -1609.97518 Ha
LUMO level   -0.173 Eh

Element x y z (Å)
C (-0.3033, -4.6654, 3.6235)
C (0.4801, -4.5955, 2.2869)
C (0.7630, -3.1184, 1.9263)
C (-0.5965, -2.3949, 1.5936)
C (-0.8820, -1.3538, 2.6975)
C (-2.3622, -0.9830, 2.6926)
N (-3.2112, -1.9855, 2.6651)
N (-4.4769, -1.6720, 2.6515)
C (-5.4168, -2.8400, 2.5796)
C (-6.6595, -2.6726, 3.4678)
C (-7.4521, -3.9580, 3.3824)
F (-8.1105, -4.4099, 4.4745)
C (-7.5360, -4.6975, 2.2112)
F (-8.5268, -4.6983, 1.3621)
F (-6.5302, -5.4533, 1.8179)
C (-4.9885, -0.4690, 2.6467)
C (-4.1175, 0.6156, 2.6748)
O (-4.6251, 1.8633, 2.6763)
C (-2.7564, 0.3741, 2.6810)
C (-1.7586, 1.5008, 2.6680)
C (-1.0748, 1.5035, 1.2676)
O (0.0768, 1.8183, 1.1065)
H (0.1769, -3.9889, 4.3379)
H (-1.3414, -4.3633, 3.4619)
H (-0.2675, -5.6812, 4.0187)
H (1.4381, -5.1089, 2.3886)
H (-0.1508, -5.0456, 1.5150)
H (1.2113, -2.6638, 2.8128)
H (1.3869, -3.0404, 1.0354)
H (-0.5686, -1.9471, 0.5979)
H (-1.3501, -3.1827, 1.6007)
H (-0.2617, -0.4682, 2.5994)
H (-0.7075, -1.8206, 3.6722)
H (-5.6409, -2.9769, 1.5199)
H (-4.8613, -3.6930, 2.9640)
H (-7.3299, -1.9186, 3.0403)
H (-6.4012, -2.4635, 4.5094)
H (-6.0457, -0.2473, 2.6075)
H (-4.2524, 2.3434, 3.4286)
H (-2.2226, 2.4749, 2.8200)
H (-0.9832, 1.2710, 3.3988)
H (-1.6936, 1.1617, 0.4067)
C (1.5300, 3.4137, -1.2237)
C (0.3563, 3.3629, -2.1861)
O (0.5972, 3.9944, -3.4263)
C (1.6684, 3.4712, -4.1941)
C (1.4971, 2.0095, -4.5703)
H (1.8265, 4.4474, -1.0365)
H (1.2596, 2.9498, -0.2780)
H (2.4031, 2.8890, -1.6160)
H (-0.4919, 3.8900, -1.7439)
H (0.0293, 2.3268, -2.3454)
H (2.6196, 3.6350, -3.6788)
H (1.7064, 4.0670, -5.1063)
H (1.4652, 1.3621, -3.6915)
H (2.3276, 1.6805, -5.1960)
H (0.5654, 1.8633, -5.1193)
C (5.4068, 3.5240, -3.2500)
C (5.4999, 2.1438, -3.8775)
O (6.0757, 2.1379, -5.1691)
C (7.4032, 2.6262, -5.2653)
C (8.4073, 1.8491, -4.4318)
H (4.8366, 4.1967, -3.8926)
H (4.9135, 3.4647, -2.2779)
H (6.3892, 3.9721, -3.0974)
H (4.4942, 1.7370, -3.9974)
H (6.0368, 1.4517, -3.2185)
H (7.4347, 3.6935, -5.0209)
H (7.6750, 2.5440, -6.3179)
H (8.1869, 1.9092, -3.3648)
H (9.4120, 2.2437, -4.5862)
H (8.3987, 0.7940, -4.7097)

These are the Löwdin partial charges, in e, on atoms 1 to 8: -0.103 -0.247 -0.192 -0.171 -0.103 -0.149 0.207 -0.066